Record 1
Entry from the Open Molecules 2025 dataset: C26H27N8O4OsS as an isolated structure (wB97M-V/def2-TZVPD).

The geometry in XYZ format:
```
67
Properties=species:S:1:pos:R:3:forces:R:3
Os -0.424 1.031 0.086 -0.6 -0.2 0.3
N 0.295 4.676 2.008 0.1 0.0 0.0
C 0.643 3.411 1.787 0.0 0.0 -0.1
N -0.123 2.961 0.809 0.4 -0.1 0.3
C -0.936 4.004 0.484 0.1 -0.2 -0.1
N -0.698 5.076 1.188 -0.1 0.1 0.0
C -1.872 3.755 -0.596 0.0 0.0 -0.1
C -2.707 4.691 -1.179 0.0 0.0 0.0
N -3.468 4.384 -2.221 0.0 0.0 0.0
C -3.377 3.145 -2.684 0.0 0.0 0.0
C -2.549 2.193 -2.103 0.0 0.0 0.0
N -1.808 2.493 -1.042 0.1 0.0 -0.1
H 0.694 5.325 2.666 0.0 0.0 0.0
H 1.425 2.857 2.286 0.0 0.0 0.0
H -2.753 5.702 -0.793 0.0 0.0 0.0
H -3.978 2.889 -3.547 0.0 0.0 0.0
H -2.480 1.188 -2.494 0.0 0.0 0.0
C -1.427 -3.424 2.053 0.0 0.0 0.0
N -2.108 -2.329 1.366 -0.1 0.0 0.0
C -2.860 -1.447 2.251 0.0 0.0 0.0
C -1.978 -2.118 0.061 0.0 -0.1 0.1
S -2.087 -0.537 -0.665 0.2 0.2 0.2
N -1.820 -3.159 -0.762 0.0 0.0 0.0
C -1.278 -3.050 -2.112 0.0 0.0 0.0
C -2.373 -4.478 -0.457 0.0 0.0 0.0
H -0.971 -3.006 2.949 0.0 0.0 0.0
H -0.632 -3.816 1.425 0.0 0.0 0.0
H -2.114 -4.220 2.343 0.0 0.0 0.0
H -3.596 -2.049 2.786 0.0 0.0 0.0
H -3.370 -0.681 1.676 0.0 0.0 0.0
H -2.185 -0.986 2.967 0.0 0.0 0.0
H -0.773 -2.101 -2.247 0.0 0.0 0.0
H -2.077 -3.135 -2.850 0.0 0.0 0.0
H -0.570 -3.865 -2.265 0.0 0.0 0.0
H -3.122 -4.398 0.324 0.0 0.0 0.0
H -1.604 -5.190 -0.155 0.0 0.0 0.0
H -2.853 -4.851 -1.361 0.0 0.0 0.0
C 2.194 -2.798 1.785 0.0 0.0 0.0
C 1.871 -2.661 0.443 0.0 0.0 0.0
C 1.094 -1.590 0.019 0.0 -0.1 0.1
C 0.598 -0.630 0.911 0.2 0.0 -0.3
C 0.942 -0.784 2.254 -0.1 0.1 0.0
C 1.726 -1.850 2.682 0.0 0.0 0.0
H 2.812 -3.620 2.122 0.0 0.0 0.0
H 2.236 -3.378 -0.283 0.0 0.0 0.0
H 0.885 -1.501 -1.042 0.0 0.0 0.0
H 0.615 -0.055 2.982 0.0 0.0 0.0
H 1.988 -1.927 3.731 0.0 0.0 0.0
O 3.242 1.669 1.317 0.0 0.0 -0.1
C 2.898 1.411 0.195 0.0 0.0 0.1
N 1.578 1.381 -0.273 -0.1 0.1 -0.1
C 1.533 1.006 -1.543 0.1 0.0 -0.1
O 0.363 0.778 -1.951 0.1 0.0 0.0
C 2.891 0.852 -2.098 0.0 0.0 0.0
C 3.378 0.529 -3.344 0.0 0.0 0.0
C 4.765 0.449 -3.482 0.0 0.0 0.0
C 5.609 0.684 -2.406 0.0 0.0 0.0
C 5.105 1.012 -1.145 0.0 0.0 0.0
C 3.739 1.091 -1.015 0.0 0.0 0.0
H 2.718 0.346 -4.181 0.0 0.0 0.0
H 5.191 0.199 -4.444 0.0 0.0 0.0
H 6.679 0.609 -2.549 0.0 0.0 0.0
H 5.757 1.192 -0.301 0.0 0.0 0.0
O -2.893 2.338 1.698 -0.3 0.2 -0.3
C -2.160 1.688 2.404 0.0 -0.2 0.3
O -1.101 1.031 2.046 0.0 -0.2 -0.2
H -2.341 1.590 3.488 0.0 0.0 0.0
```
Forces are in eV/Å.

gap between HOMO and LUMO	0.2923	Ha
energy above the lowest of the compared OMol25 structures with the same formula, charge and spin	0.200	eV
maximum force	0.0129	hartree/bohr
charge	+1
E_HOMO	-11.08	eV
energy	-60809.10630	eV

***

Record 2
Entry from the Open Molecules 2025 dataset: one molecule with the formula C26H27NO6 (wB97M-V/def2-TZVPD).

The geometry in XYZ format:
```
60
Properties=species:S:1:pos:R:3:forces:R:3
C -2.308 -0.669 2.429 -0.2 0.0 -0.1
O -0.962 -0.653 2.843 0.3 0.0 0.1
C -0.015 -0.220 1.968 0.1 0.1 -0.1
C 1.298 -0.229 2.441 -0.1 0.0 0.1
C 2.331 0.160 1.618 0.0 0.0 0.1
C 2.078 0.540 0.309 -0.2 0.1 -0.1
C 0.778 0.549 -0.172 0.3 0.2 0.2
C 0.507 0.924 -1.612 0.2 -0.3 0.0
C -0.596 0.140 -2.271 -0.1 0.0 -0.2
C -0.894 -1.196 -2.178 0.1 0.4 0.0
O -1.976 -1.683 -2.766 -0.1 0.0 0.0
C -0.161 -2.122 -1.310 -0.1 -0.4 -0.2
C 1.230 -2.130 -1.235 -0.3 -0.1 -0.1
C 1.894 -2.883 -0.284 0.1 -0.2 0.3
C 1.133 -3.610 0.616 -0.5 0.3 -0.4
C -0.261 -3.657 0.513 0.3 0.0 0.2
C -0.913 -2.937 -0.454 0.2 0.1 -0.1
C -0.772 -4.559 1.596 0.0 -0.2 -0.1
C 0.504 -4.798 2.434 -0.4 -0.1 0.7
C 0.476 -4.025 3.749 0.2 -0.2 -0.4
O 1.613 -4.336 1.643 0.4 0.0 -0.2
C -1.526 1.051 -2.877 -0.1 -0.8 -0.1
O -2.539 0.745 -3.503 0.1 0.3 0.1
C -1.062 2.453 -2.525 -0.1 0.5 0.0
O -1.568 3.505 -2.844 -0.1 0.0 -0.1
N 0.041 2.299 -1.752 0.0 -0.2 0.0
C 0.836 3.407 -1.280 -0.1 0.6 0.0
C 0.029 4.408 -0.424 -0.4 -0.3 -0.2
C -0.607 3.754 0.805 0.1 0.2 -0.1
C 0.533 3.789 1.824 0.1 0.0 -0.1
C 1.384 4.983 1.358 0.2 0.0 0.4
O 0.892 5.399 0.093 0.1 0.1 -0.2
C -0.271 0.194 0.668 -0.1 0.0 0.2
H -2.452 -1.326 1.565 0.0 0.0 0.0
H -2.872 -1.055 3.277 0.0 0.0 -0.1
H -2.666 0.336 2.186 0.0 0.0 0.0
H 1.480 -0.547 3.455 0.0 0.0 0.1
H 3.344 0.155 1.990 0.1 0.0 0.1
H 2.898 0.811 -0.340 0.1 0.0 -0.1
H 1.448 0.822 -2.176 -0.1 0.0 0.1
H -2.454 -0.936 -3.226 0.2 0.0 0.1
H 1.800 -1.553 -1.945 0.1 0.1 -0.1
H 2.970 -2.890 -0.223 0.2 0.0 0.0
H -1.988 -2.960 -0.544 -0.1 0.0 0.0
H -1.555 -4.092 2.193 0.0 0.0 0.0
H -1.167 -5.487 1.178 0.0 0.0 0.0
H 0.682 -5.861 2.628 0.0 0.2 -0.1
H -0.286 -4.437 4.405 -0.1 0.0 0.1
H 1.442 -4.098 4.240 0.1 0.0 0.1
H 0.256 -2.977 3.559 -0.1 0.1 0.0
H 1.657 3.007 -0.682 0.0 0.0 0.0
H 1.252 3.959 -2.130 0.0 -0.1 0.1
H -0.702 4.907 -1.064 0.1 -0.1 0.1
H -1.444 4.363 1.144 0.0 0.0 0.0
H -0.960 2.747 0.601 -0.1 0.0 0.0
H 1.109 2.864 1.789 0.0 0.0 0.0
H 0.172 3.925 2.841 0.0 0.0 0.0
H 1.300 5.840 2.033 0.1 -0.1 0.0
H 2.445 4.714 1.275 -0.1 0.0 0.0
H -1.277 0.216 0.281 -0.1 -0.1 0.0
```
Forces are in eV/Å.

gap between HOMO and LUMO	0.2990	Ha
energy above the lowest of the compared OMol25 structures with the same formula, charge and spin	2.160	eV
maximum force	0.0160	hartree/bohr
charge	0
E_HOMO	-8.50	eV
energy	-41175.55917	eV

***

Record 3
Entry from the Open Molecules 2025 dataset: C26H28BFN9O3Pt as an isolated structure (wB97M-V/def2-TZVPD).

The geometry in XYZ format:
```
69
Properties=species:S:1:pos:R:3:forces:R:3
Pt -0.349 -1.479 4.350 0.1 -0.1 0.2
C -0.919 2.529 2.680 0.0 0.0 0.0
C -0.066 1.514 3.116 0.1 0.0 0.0
N -0.747 0.626 3.829 0.0 -0.2 -0.3
N -2.028 1.028 3.864 0.0 -0.1 0.0
C -2.160 2.169 3.176 0.0 0.1 0.1
B -3.105 0.130 4.530 0.0 0.0 -0.1
N -3.288 -1.149 3.680 0.0 0.1 0.1
C -4.264 -1.479 2.823 -0.1 -0.1 0.0
C -3.935 -2.678 2.220 0.0 0.0 0.1
C -2.701 -3.020 2.774 0.0 -0.1 0.1
N -2.334 -2.101 3.660 0.2 0.1 -0.3
N -2.594 -0.274 5.924 0.0 0.0 0.1
C -3.147 -0.061 7.128 0.0 0.0 0.0
C -2.328 -0.610 8.093 0.0 0.0 0.0
C -1.261 -1.157 7.376 0.0 0.0 0.0
N -1.435 -0.946 6.077 0.0 0.0 0.0
H -0.668 3.408 2.114 0.0 0.0 0.0
H 0.995 1.387 2.966 0.0 0.0 0.0
H -3.118 2.659 3.109 0.0 0.0 0.0
H -4.140 0.726 4.618 0.0 0.0 0.0
H -5.134 -0.852 2.719 0.0 0.0 0.0
H -4.511 -3.233 1.500 0.0 0.0 0.0
H -2.073 -3.877 2.593 0.0 0.1 0.0
H -4.084 0.463 7.212 0.0 0.0 0.0
H -2.478 -0.617 9.158 0.0 0.0 0.0
H -0.391 -1.687 7.727 0.0 0.0 0.0
F -1.881 1.461 -2.925 0.1 0.0 -0.1
C -0.779 0.805 -2.486 0.0 0.0 -0.1
C -0.841 0.142 -1.290 0.0 0.0 0.0
C 0.254 -0.580 -0.832 0.0 0.0 0.0
C 0.122 -1.323 0.451 0.1 0.0 0.0
O -0.947 -1.338 1.032 -0.2 0.1 0.3
C 1.318 -2.034 0.856 0.2 0.1 0.2
C 2.391 -2.039 0.031 0.0 0.0 0.1
N 2.508 -1.337 -1.133 0.0 0.0 0.0
C 3.720 -1.433 -1.906 0.0 0.0 0.0
C 5.030 -1.341 -1.190 0.0 0.0 0.0
C 4.578 -0.208 -2.061 0.0 0.0 0.0
C 1.425 -0.611 -1.597 0.0 -0.1 0.0
C 1.473 0.083 -2.810 0.0 0.1 0.0
C 0.378 0.795 -3.271 0.0 0.1 0.0
N 0.505 1.469 -4.528 -0.1 -0.1 0.0
C 0.591 0.621 -5.712 0.0 0.0 0.0
C 1.530 1.312 -6.719 0.0 0.0 0.0
N 1.620 2.760 -6.326 -0.1 0.0 0.0
C 0.251 3.320 -6.077 0.0 0.0 0.0
C -0.313 2.645 -4.808 0.1 0.0 0.1
C 1.506 -2.856 2.125 -0.5 -0.3 0.3
O 2.072 -3.926 2.012 0.2 0.1 0.0
O 1.124 -2.381 3.280 0.0 0.1 -0.6
H -1.746 0.149 -0.695 0.0 0.0 0.0
H 3.252 -2.637 0.296 0.0 0.0 0.0
H 3.659 -2.116 -2.746 0.0 0.0 0.0
H 5.830 -1.979 -1.535 0.0 0.0 0.0
H 5.005 -1.183 -0.121 0.0 0.0 0.0
H 5.075 -0.053 -3.009 0.0 0.0 0.0
H 4.239 0.691 -1.563 0.0 0.0 0.0
H 2.383 0.087 -3.394 0.0 0.0 0.0
H -0.397 0.453 -6.158 0.0 0.0 0.0
H 0.997 -0.349 -5.442 0.0 0.0 0.0
H 1.155 1.275 -7.739 0.0 0.0 0.0
H 2.541 0.911 -6.694 0.0 0.0 0.0
H 2.131 3.300 -7.020 0.0 0.0 0.0
H 2.126 2.794 -5.437 0.0 0.0 0.0
H -0.337 3.096 -6.965 0.0 0.0 0.0
H 0.332 4.399 -5.972 0.0 0.0 0.0
H -1.365 2.413 -4.981 0.0 0.0 0.0
H -0.254 3.323 -3.959 0.0 0.0 0.0
```
Forces are in eV/Å.

gap between HOMO and LUMO (alpha / beta)	0.2325 / 0.2568	Ha
energy above the lowest of the compared OMol25 structures with the same formula, charge and spin	0.000	eV
maximum force	0.0124	hartree/bohr
spin multiplicity	3
charge	+1
E_HOMO (alpha / beta)	-9.54 / -10.20	eV
expectation value of S²	2.005
energy	-53603.87755	eV

***

Record 4
Entry from the Open Molecules 2025 dataset: a 2-piece molecular cluster, C26H28BN4O8 overall at a distorted geometry (wB97M-V/def2-TZVPD).

The geometry in XYZ format:
```
67
Properties=species:S:1:pos:R:3:forces:R:3
C -0.976 -3.261 3.196 -0.2 -0.1 0.0
C 0.203 -2.778 2.368 0.0 0.0 -0.9
C 1.499 -3.165 3.076 0.3 -0.2 0.1
C 0.203 -3.268 0.835 -0.1 0.2 0.5
C 0.896 -4.601 0.600 0.1 -0.2 0.1
C -1.216 -3.327 0.280 -0.3 0.0 0.0
O 0.907 -2.239 0.156 -0.2 -1.2 0.4
B 0.781 -1.061 0.972 0.2 2.2 -1.1
C 2.256 -0.458 1.315 -0.6 -0.4 -0.2
C 2.480 0.232 2.504 1.0 0.6 0.0
C 3.756 0.742 2.801 -0.3 -0.1 -0.1
C 4.828 0.518 1.930 -0.3 -0.1 -0.1
C 4.613 -0.246 0.778 -0.3 -0.1 0.0
C 3.333 -0.743 0.483 0.9 0.7 0.1
C -0.229 0.172 -0.053 0.8 -2.1 1.5
C 0.653 1.357 -0.331 -0.3 0.2 -0.2
C -1.472 0.406 0.728 0.1 0.6 -0.6
C -2.743 0.093 0.210 0.0 0.3 0.5
C -3.902 0.431 0.921 0.3 -0.2 0.1
C -3.811 1.051 2.171 -0.1 -0.1 -0.2
C -2.551 1.329 2.708 0.2 -0.1 -0.1
C -1.398 1.005 1.998 -0.4 0.2 0.0
O 0.134 -1.369 2.215 -0.8 -0.9 0.5
H -0.988 -4.357 3.241 0.0 0.1 0.0
H -0.880 -2.888 4.221 0.0 0.0 -0.1
H -1.930 -2.911 2.789 0.2 0.0 0.0
H 1.534 -4.247 3.255 0.0 0.1 0.0
H 2.384 -2.872 2.497 -0.2 0.0 0.1
H 1.544 -2.667 4.051 0.0 0.0 -0.2
H 0.382 -5.405 1.146 0.1 0.1 -0.1
H 0.864 -4.846 -0.468 0.0 0.1 0.1
H 1.944 -4.573 0.918 -0.2 0.0 -0.1
H -1.769 -4.172 0.707 0.0 0.1 -0.1
H -1.763 -2.396 0.489 0.2 -0.3 0.0
H -1.168 -3.456 -0.807 0.0 0.0 0.1
H 1.671 0.392 3.218 0.1 -0.1 -0.3
H 3.898 1.329 3.710 0.1 -0.2 -0.2
H 5.813 0.933 2.146 -0.2 -0.1 0.0
H 5.435 -0.447 0.090 -0.1 0.0 0.2
H 3.185 -1.339 -0.419 -0.1 0.1 0.2
H -0.416 -0.422 -0.958 -0.1 0.3 0.2
H 1.534 1.042 -0.909 -0.1 0.2 0.3
H 0.125 2.106 -0.939 0.1 0.4 0.0
H 0.962 1.831 0.607 0.2 0.1 -0.3
H -2.813 -0.396 -0.767 0.0 0.1 0.3
H -4.873 0.201 0.487 0.1 0.1 0.1
H -4.713 1.318 2.721 0.2 -0.1 -0.1
H -2.455 1.792 3.692 -0.1 -0.1 -0.3
H -0.416 1.229 2.416 -0.3 -0.1 -0.1
O -0.173 6.243 -5.299 0.2 -2.4 0.2
N 0.204 5.066 -5.440 1.3 1.3 -1.6
O 1.090 4.739 -6.263 -1.6 0.4 1.4
C -0.357 3.993 -4.630 0.0 -1.0 0.7
C 0.134 2.692 -4.767 -0.5 1.1 0.0
C -0.316 1.659 -3.905 -1.8 0.8 1.3
N 0.118 0.304 -4.151 0.7 -3.0 -0.3
O 0.884 0.105 -5.122 -1.3 0.6 1.7
O -0.306 -0.622 -3.419 0.8 2.4 -1.6
C -1.282 1.884 -2.892 0.8 -0.9 -1.1
C -1.800 3.171 -2.818 -1.0 1.3 0.6
N -2.815 3.706 -2.001 0.4 -0.9 -0.2
O -3.562 3.210 -1.174 1.1 0.9 -1.1
O -2.916 5.058 -2.337 0.0 -1.0 0.2
N -2.033 5.405 -3.341 1.0 -2.1 -0.3
C -1.373 4.245 -3.626 -0.4 2.2 -0.3
H 0.834 2.449 -5.565 -0.1 0.2 0.4
H -1.662 1.095 -2.247 0.3 0.0 -0.1
```
Forces are in eV/Å.

gap between HOMO and LUMO	0.1340	Ha
energy above the lowest of the compared OMol25 structures with the same formula, charge and spin	0.000	eV
maximum force	0.0609	hartree/bohr
charge	-1
E_HOMO	-4.11	eV
energy	-50426.30345	eV